This record from the Open Molecules 2025 dataset describes C14H15BrNO2Re as an isolated structure. The level of theory is the ωB97M-V functional and the def2-TZVPD basis.

```
34
Properties=species:S:1:pos:R:3:forces:R:3
Re -1.001288 -1.027393 0.690067 -1.8 3.5 -4.9
O 4.533065 -1.883437 3.003694 0.1 -0.1 0.1
C 3.401769 -1.759578 2.324643 -0.2 0.1 -0.4
C 3.332429 -1.503125 0.950826 0.2 -0.1 0.2
C 2.107630 -1.346743 0.352515 -0.3 0.2 -0.2
N 0.952989 -1.449998 1.033851 0.8 -0.2 0.9
C 1.048419 -1.751297 2.341700 0.2 0.1 -0.3
Br -0.713999 -1.896443 3.075919 0.4 -0.5 0.9
C 2.205114 -1.892559 3.041862 0.0 -0.1 0.4
H 5.310473 -1.802818 2.436471 0.0 0.0 0.0
H 4.232199 -1.411172 0.357172 0.0 0.0 0.0
H 2.004763 -1.104302 -0.696081 0.0 0.0 0.0
H 2.220030 -2.094578 4.103568 0.0 0.0 0.0
C -5.457908 -0.066933 0.268603 0.1 -0.1 0.1
C -4.010097 0.224113 0.594658 -0.2 0.2 0.0
O -3.237620 -1.010747 0.606196 0.6 -0.1 0.2
H -6.040171 0.849058 0.360405 0.0 0.0 0.0
H -5.873356 -0.802214 0.957619 0.0 0.0 0.0
H -5.562530 -0.431462 -0.755361 0.0 0.0 0.0
H -3.908466 0.643855 1.592474 0.1 0.0 0.0
H -3.565486 0.906910 -0.129689 0.1 0.0 0.0
H -3.533114 -1.544838 -0.141398 0.1 -0.1 -0.1
C -0.693509 0.139917 -0.752753 -0.3 -3.9 3.5
C 0.095318 0.993829 -1.539369 0.8 1.5 -0.3
C 0.191593 0.962226 -2.942312 -0.3 -0.3 0.4
C 1.059955 1.807660 -3.602006 0.2 0.2 -0.2
C 1.846838 2.709471 -2.895256 -0.1 -0.1 0.1
C 1.761959 2.765452 -1.507036 0.2 0.1 0.0
C 0.895210 1.935022 -0.831756 -0.4 -0.5 -0.3
H -0.420405 0.256677 -3.489544 0.0 0.0 0.0
H 1.134104 1.771112 -4.680911 0.0 0.0 0.0
H 2.515852 3.378231 -3.419710 0.0 0.0 0.0
H 2.371779 3.469184 -0.954562 0.0 0.0 0.0
H 0.796451 1.966908 0.245492 0.0 0.1 0.0
```
Positions in Å, forces in eV/Å.

Results
Multiplicity: 2
Total charge: +1
Largest force on an atom (eV/Å): 6.32
Relative energy (zero: lowest compared OMol25 entry of this formula, charge and spin) (eV): 1.2721
Frontier orbital gap (alpha / beta) (eV): 7.22 / 6.38
E_HOMO (alpha / beta) (eV): -10.67 / -9.92

This record from the Open Molecules 2025 dataset describes a 5-piece molecular cluster, CH11O4S overall. The level of theory is the ωB97M-V functional and the def2-TZVPD basis.

```
17
Properties=species:S:1:pos:R:3:forces:R:3
C -1.303838 2.189075 1.732027 -0.3 -0.7 -0.7
S -2.449417 1.104779 0.710557 0.2 0.1 0.7
H -1.800401 2.908225 2.385034 -0.3 -0.1 -0.1
H -0.601979 1.613036 2.347438 -0.1 0.0 -0.2
H -0.772563 2.736724 0.964773 0.5 0.3 0.2
H -1.118043 2.135666 -3.136520 0.2 0.0 0.2
H -0.943716 0.795965 -2.379122 -0.1 0.2 0.3
O -1.582230 1.351154 -2.839020 -0.1 -0.2 -0.5
H -1.148145 -0.679118 0.235242 0.3 0.5 0.0
H -0.381639 -1.424445 1.281513 0.2 0.0 -0.3
O -0.321034 -1.232407 0.332443 -0.3 -0.4 0.4
H 3.984020 -2.994015 -0.565653 -0.1 0.3 0.3
H 4.553587 -2.717461 0.841835 -0.3 0.2 -0.1
O 4.695963 -3.225400 0.041415 0.3 -0.4 -0.2
H 2.330695 -0.364671 -1.097976 0.2 0.1 0.0
H 1.455367 -1.089472 -0.120116 0.4 0.1 0.2
O 2.411337 -0.904581 -0.305191 -0.6 -0.2 -0.2
```
Positions in Å, forces in eV/Å.

Results
Total charge: -1
Largest force on an atom (eV/Å): 1.02
Relative energy (zero: lowest compared OMol25 entry of this formula, charge and spin) (eV): 0.9688
Frontier orbital gap (eV): 6.09
E_HOMO (eV): -2.80

This record from the Open Molecules 2025 dataset describes a 3-piece molecular cluster, C27H56ClIN4O13P overall. The level of theory is the ωB97M-V functional and the def2-TZVPD basis.

```
103
Properties=species:S:1:pos:R:3:forces:R:3
C 0.567846 -2.745562 4.197439 -0.6 0.3 -1.1
C 0.159567 -1.298171 4.444817 0.0 -1.7 -1.5
O 0.154447 -0.878684 5.521380 -0.2 1.6 3.5
O -0.259270 -0.449589 3.433918 0.3 -0.1 -1.1
C 0.602618 -0.497587 2.296826 0.5 -0.5 0.6
C 0.315856 0.645438 1.331502 0.7 -0.1 0.9
N -0.701173 0.366257 0.243343 0.4 1.1 -0.3
P -1.131163 2.036015 -0.366985 -2.4 4.0 1.2
N -1.895701 2.794816 0.732426 0.0 -1.0 -0.1
O 0.169597 2.922299 -0.709000 0.2 -2.1 -0.5
O -2.051535 1.982086 -1.695226 2.1 -0.7 -0.1
C -1.996617 -0.148108 0.836226 -1.3 -0.5 -0.6
C -2.287350 -1.653255 0.635382 -0.5 -0.9 0.8
N -1.765970 -2.520822 1.714191 -0.1 -0.1 -0.5
N -1.919685 -2.234507 -0.658309 -0.1 0.7 -0.6
C -2.948513 -3.120170 -1.212593 0.0 -1.6 0.3
C -2.332594 -4.547481 -1.442613 0.0 0.4 -1.2
C -2.632115 -5.143453 -2.841534 0.6 -0.1 0.2
Cl -2.817894 -5.704578 -0.150396 0.0 0.4 0.0
C -1.397538 -1.228424 -1.600023 -0.5 0.2 1.6
I -0.827042 -2.018222 -3.511059 -0.2 0.1 0.2
C -0.201306 -0.564106 -0.818908 0.5 -1.4 -1.1
C 0.940044 -0.019220 -1.705745 -0.4 0.0 1.0
C 2.067362 -1.044564 -1.936256 -3.2 -0.4 0.4
O 3.027167 -0.657393 -2.430865 3.9 1.2 -1.8
O 1.876616 -2.364502 -1.588667 0.0 0.7 0.8
C 2.491212 -2.679312 -0.358033 2.2 0.8 -0.7
C 3.880243 -2.180512 0.013985 0.2 0.7 -1.6
O 1.906731 -3.355131 0.378379 -2.2 -2.0 1.8
H 1.641603 -2.781066 3.984607 -0.2 -0.2 0.0
H -0.022621 -3.157276 3.370557 0.5 0.1 -0.1
H 0.324644 -3.342980 5.075804 0.3 0.4 0.1
H 1.621715 -0.323959 2.685313 -0.1 0.1 -0.4
H 0.612600 -1.509542 1.865264 -0.2 0.3 -0.2
H -0.006775 1.504676 1.939539 -0.4 -0.2 -0.3
H 1.280750 0.946568 0.904980 -0.3 -0.3 -0.4
H -2.816294 3.057903 0.384184 0.0 0.0 0.5
H 0.987863 2.668934 -0.255219 0.0 0.3 -0.2
H -1.583539 2.488580 -2.388008 -0.4 -0.3 -0.2
H -2.806707 0.375296 0.310891 0.3 -0.1 0.0
H -2.118950 0.150370 1.878645 0.5 -0.1 -0.1
H -3.387280 -1.723350 0.729694 0.2 0.6 -0.2
H -1.534655 -3.410551 1.270185 0.2 0.2 0.1
H -2.544147 -2.757009 2.327110 0.2 0.2 0.2
H -3.778951 -3.307387 -0.517645 0.3 0.5 0.1
H -3.423596 -2.745218 -2.129579 0.4 0.1 0.1
H -1.248971 -4.428707 -1.363046 -0.2 -0.2 0.3
H -2.755704 -6.227640 -2.779018 -0.3 0.2 0.0
H -3.467200 -4.663378 -3.360275 -0.1 -0.2 0.3
H -1.741027 -4.994983 -3.463292 -0.2 0.1 0.0
H -2.222976 -0.525968 -1.793048 0.6 0.2 -0.5
H 0.237005 -1.414705 -0.275567 -0.3 0.2 0.0
H 0.609202 0.385108 -2.666932 0.0 -0.3 0.1
H 1.476312 0.811024 -1.229805 -0.1 -0.2 0.0
H 4.475916 -1.938314 -0.874217 -0.1 -0.1 0.2
H 3.786327 -1.233090 0.561230 0.1 -0.3 0.2
H 4.415443 -2.948653 0.568900 -0.4 0.2 0.2
C -9.042267 4.742117 -1.733955 0.1 0.4 0.2
O -8.777077 4.286304 -0.420261 0.0 -0.3 -0.2
C -9.521631 3.158328 -0.002832 0.0 0.1 0.0
C -8.721248 1.874121 0.206912 0.1 0.0 0.4
O -7.929318 1.363167 -0.854379 0.1 -0.1 0.0
C -6.884619 2.150561 -1.393343 -0.3 0.2 -0.4
C -5.754493 2.631003 -0.486441 0.1 0.2 0.0
O -6.134113 3.416672 0.620923 0.1 -0.5 0.1
C -5.932920 2.834009 1.897823 0.0 0.4 0.0
H -9.597478 5.682719 -1.688394 -0.1 -0.1 -0.1
H -8.092085 4.958239 -2.230401 0.0 -0.1 0.0
H -9.598301 4.018545 -2.332739 0.0 0.0 0.0
H -10.361758 2.972030 -0.679736 0.1 0.0 -0.1
H -9.955619 3.414339 0.969693 -0.1 -0.2 0.0
H -9.453134 1.090618 0.422438 0.0 0.0 -0.2
H -8.116461 1.934698 1.111629 0.1 0.3 0.0
H -7.311779 2.979451 -1.957498 0.1 0.2 0.2
H -6.419009 1.520575 -2.159313 0.0 -0.1 0.1
H -5.119678 3.277927 -1.106653 0.0 -0.2 -0.2
H -5.130074 1.781069 -0.175205 -0.1 -0.1 0.1
H -5.688020 1.770282 1.841428 0.0 0.0 0.0
H -6.843655 2.955723 2.485097 0.0 0.0 0.0
H -5.132675 3.368933 2.417115 0.1 -0.1 0.0
C 9.188013 1.325716 -2.588005 0.4 0.3 0.1
O 8.778182 1.675581 -1.278084 -0.3 -0.3 -0.1
C 7.402285 1.529473 -1.008129 0.0 0.1 -0.1
C 7.028264 0.432474 -0.009113 0.1 0.0 0.5
O 7.448923 -0.900686 -0.238894 -0.2 0.0 0.0
C 8.840218 -1.181910 -0.337843 0.1 0.0 -0.5
C 9.767399 -0.838139 0.824555 0.1 0.0 0.0
O 9.795190 0.519156 1.218045 -0.4 -0.2 0.1
C 9.273247 0.803097 2.503635 0.3 0.3 -0.1
H 9.437807 2.232300 -3.145636 -0.1 0.0 -0.1
H 10.102264 0.730805 -2.523225 -0.1 0.0 0.0
H 8.432981 0.756920 -3.133916 0.0 0.0 0.0
H 6.833184 1.402391 -1.936146 0.1 -0.1 0.0
H 7.071141 2.476424 -0.565059 -0.2 -0.1 0.1
H 5.932378 0.391467 0.003989 0.0 -0.1 -0.2
H 7.297733 0.720165 1.007155 0.2 0.2 -0.1
H 9.219896 -0.779444 -1.275992 0.1 0.3 0.1
H 8.900742 -2.265949 -0.472651 -0.1 0.0 0.2
H 10.780464 -1.073590 0.479850 -0.1 -0.2 -0.1
H 9.566386 -1.493215 1.679228 -0.1 0.1 0.0
H 8.741898 -0.045686 2.939904 0.0 0.0 0.0
H 8.586249 1.648181 2.423652 0.0 0.0 0.0
H 10.088739 1.104801 3.165918 0.0 -0.1 0.1
```
Positions in Å, forces in eV/Å.

Results
Total charge: +1
Largest force on an atom (eV/Å): 4.83
Frontier orbital gap (eV): 7.79
E_HOMO (eV): -10.87